# 1
124
Properties=species:S:1:pos:R:3:forces:R:3:lowdin_charge:R:1 method="wB97M-V/def2-TZVPD" energy_ha=-4218.092918 largest_force_ev_per_a=9.3 multiplicity=1 charge=+1 lumo_ev=-4.857 homo_ev=-10.5 orbital_gap_ev=5.7
C 0.211 1.699 7.669 5.049 -3.153 -4.054 0.12
C 1.219 1.207 6.957 -4.416 1.619 1.602 -0.03
C 2.209 0.642 5.814 -0.095 1.866 -1.309 -0.05
C 2.559 1.513 4.540 0.909 -3.432 1.479 0.10
C 3.535 0.975 3.407 -0.300 -0.834 1.038 0.01
C 3.969 1.818 2.098 2.599 -4.418 0.786 0.03
C 3.407 3.290 1.987 -2.725 1.675 0.343 -0.32
F 3.586 4.065 3.232 0.376 -1.968 -2.432 -0.01
F 3.865 4.153 0.954 0.098 -2.477 2.153 0.04
C 1.771 3.185 1.808 0.179 0.020 -0.882 -0.15
C 1.191 4.167 0.656 -0.408 -0.755 0.355 -0.24
Si -0.720 4.340 1.028 -0.383 1.363 -0.060 0.54
C -0.850 5.891 2.207 0.908 -0.276 -0.110 -0.21
C -1.746 4.743 -0.555 -1.127 0.076 -0.292 -0.21
C -1.437 2.864 2.017 -2.132 -4.118 3.005 -0.22
C -1.864 1.452 1.375 -0.666 0.298 3.883 -0.05
C -2.496 0.293 2.264 0.925 3.010 1.380 -0.08
C -2.753 0.466 3.814 1.958 3.234 -2.145 -0.08
C -2.322 1.828 4.481 0.335 -0.672 -3.789 -0.08
C -1.681 3.005 3.596 -1.165 -3.271 -0.905 -0.07
C 4.896 1.028 1.104 -1.109 -0.532 2.728 0.04
B 5.381 1.697 -0.297 1.286 1.853 -1.720 -0.50
N 5.012 1.124 -1.653 1.461 1.041 1.483 0.10
O 6.221 2.903 -0.317 -1.915 -2.800 2.224 0.07
C 5.434 -0.477 1.355 -2.389 0.381 3.699 -0.44
Cl 6.549 -1.268 0.127 -1.726 1.284 1.928 0.64
C 5.048 -1.270 2.654 -0.515 4.007 -2.506 0.02
C 4.071 -0.524 3.660 -0.045 -0.307 0.324 0.00
C 3.650 -1.362 4.970 -0.755 1.645 -0.129 0.02
C 4.118 -2.864 5.286 0.135 0.111 1.174 -0.12
C 2.917 -3.925 5.509 -0.849 -0.375 -0.010 -0.20
C 1.542 -3.576 4.739 -0.349 -1.581 -0.636 -0.18
C 1.559 -3.994 3.154 -0.552 -0.020 -2.741 -0.16
C 0.231 -3.587 2.350 2.504 -1.769 -2.087 -0.04
C 0.038 -3.944 0.829 3.682 -1.046 2.573 -0.06
C 1.200 -4.731 0.092 0.169 1.238 3.964 -0.05
C 2.538 -5.100 0.889 -2.788 1.502 0.905 -0.05
C 2.748 -4.740 2.439 -3.850 1.194 -2.217 -0.04
N 2.768 -0.728 5.974 1.246 2.367 -3.840 -0.01
F 2.400 -1.357 7.127 0.605 0.123 -1.228 0.08
H -0.752 1.984 8.253 2.497 -0.549 -1.257 0.09
H 2.083 2.554 4.485 0.891 -1.901 0.205 0.11
H 1.206 3.449 2.782 1.348 -0.621 -1.344 0.09
H 1.542 2.081 1.508 0.178 2.026 0.668 0.14
H 1.276 3.674 -0.380 0.324 0.998 1.505 0.09
H 1.597 5.249 0.702 -0.372 -1.988 -0.217 0.10
H -0.353 5.563 3.199 -1.006 0.853 -1.332 0.03
H -1.931 6.268 2.329 1.871 -0.489 -0.016 0.06
H -0.135 6.676 1.735 -1.482 -1.021 0.870 0.05
H -1.513 5.789 -1.004 -0.176 -1.865 0.759 0.06
H -2.863 4.792 -0.216 1.863 -0.106 -0.663 0.05
H -1.685 3.937 -1.375 -0.035 1.295 1.165 0.04
H -1.737 1.253 0.243 -0.214 0.438 2.127 0.09
H -2.774 -0.705 1.760 0.464 1.859 0.876 0.08
H -3.227 -0.375 4.453 0.913 1.615 -1.337 0.09
H -2.513 1.967 5.616 0.425 -0.118 -2.243 0.08
H -1.435 3.970 4.192 -0.433 -1.819 -1.428 0.08
H 5.829 0.515 -1.904 -1.180 0.438 0.012 0.06
H 5.056 1.942 -2.294 0.093 -0.866 0.348 0.08
H 6.402 3.115 0.643 -0.133 0.134 -1.538 0.11
H 5.490 -2.319 2.789 -0.966 1.892 -0.070 0.10
H 4.705 -2.815 6.297 -0.949 0.091 -1.836 0.14
H 4.846 -3.320 4.525 -1.230 1.345 0.936 0.10
H 2.670 -4.105 6.637 0.619 0.667 -2.052 0.13
H 3.285 -4.949 5.112 -0.577 1.753 0.698 0.11
H 0.723 -4.266 5.209 1.467 1.290 -0.766 0.13
H 1.159 -2.499 4.883 0.787 -1.613 -0.332 0.10
H -0.616 -3.015 2.897 1.699 -1.108 -0.935 0.09
H -0.928 -3.633 0.292 1.756 -0.622 0.897 0.09
H 1.019 -5.006 -1.013 0.765 0.342 2.013 0.08
H 3.341 -5.651 0.256 -1.456 1.072 1.495 0.09
H 3.721 -5.013 3.008 -1.937 0.441 -1.268 0.08
O -5.598 5.477 -1.249 -1.208 -0.830 4.380 -0.24
P -7.109 5.737 -1.132 -0.495 2.331 -8.976 0.76
O -7.548 4.645 -2.300 0.075 -0.623 0.827 -0.24
C -7.598 3.278 -1.909 -0.141 -0.400 -0.078 -0.30
C -8.725 3.009 -0.927 -0.101 0.027 0.058 -0.09
O -7.032 7.123 -2.047 -0.329 0.116 1.286 -0.27
C -5.814 7.830 -2.251 0.428 0.140 -0.200 -0.29
C -5.110 7.346 -3.507 -0.023 -0.219 -0.195 -0.07
O -8.785 6.040 -0.915 1.901 -1.174 2.752 -0.26
C -9.530 6.993 -1.671 -0.346 1.140 -0.262 -0.28
C -9.658 6.666 -3.150 0.229 -0.368 -0.123 -0.07
H -6.635 2.981 -1.481 0.029 -0.012 -0.048 0.11
H -7.756 2.687 -2.815 0.068 0.198 -0.023 0.12
H -8.551 3.528 0.021 -0.026 -0.052 0.012 0.07
H -8.811 1.941 -0.716 0.056 0.055 -0.022 0.08
H -9.679 3.370 -1.321 0.132 -0.064 0.025 0.08
H -5.168 7.768 -1.371 -0.080 -0.165 -0.160 0.10
H -6.067 8.887 -2.369 -0.226 -0.085 0.014 0.12
H -5.019 6.255 -3.537 0.039 0.153 0.231 0.07
H -4.109 7.777 -3.581 -0.064 0.031 -0.009 0.08
H -5.680 7.630 -4.394 0.043 0.081 0.046 0.08
H -9.127 7.997 -1.512 0.036 -0.186 -0.137 0.11
H -10.536 7.005 -1.240 0.200 -0.291 0.244 0.12
H -8.697 6.607 -3.659 -0.006 0.088 0.138 0.06
H -10.249 7.434 -3.656 -0.064 -0.017 0.208 0.08
H -10.146 5.698 -3.290 -0.072 0.108 0.042 0.08
O 2.296 -6.167 -3.129 -4.392 -1.071 -0.791 -0.25
P 2.241 -6.793 -4.533 9.155 1.046 -1.158 0.76
O 3.326 -8.004 -4.210 -0.890 -0.356 0.349 -0.24
C 2.825 -9.141 -3.516 0.026 -0.465 0.130 -0.30
C 1.855 -9.943 -4.367 -0.044 -0.026 -0.100 -0.08
O 3.264 -5.652 -5.178 -1.231 0.033 -0.396 -0.27
C 3.494 -4.398 -4.549 0.168 0.314 0.265 -0.29
C 4.686 -4.470 -3.611 0.195 -0.196 0.122 -0.07
O 2.094 -7.469 -6.104 -2.892 0.259 2.079 -0.25
C 2.945 -7.139 -7.200 0.371 0.746 -0.923 -0.28
C 4.395 -7.560 -7.024 0.083 -0.187 0.407 -0.07
H 2.349 -8.825 -2.583 0.049 0.001 0.031 0.11
H 3.683 -9.767 -3.257 0.036 0.204 -0.054 0.12
H 0.948 -9.365 -4.576 -0.019 -0.057 0.010 0.07
H 1.559 -10.863 -3.857 0.024 0.084 0.015 0.08
H 2.303 -10.199 -5.330 -0.033 0.021 0.144 0.08
H 2.595 -4.040 -4.040 0.154 -0.181 0.039 0.10
H 3.705 -3.671 -5.338 -0.013 -0.193 -0.137 0.12
H 4.624 -5.322 -2.927 -0.216 0.150 -0.075 0.07
H 4.768 -3.557 -3.017 -0.002 0.006 -0.061 0.07
H 5.609 -4.602 -4.181 -0.039 0.084 -0.016 0.08
H 2.858 -6.075 -7.437 0.117 -0.142 0.139 0.11
H 2.543 -7.670 -8.069 -0.276 -0.113 0.317 0.12
H 4.872 -7.098 -6.161 -0.127 0.076 -0.062 0.06
H 4.977 -7.283 -7.907 -0.209 -0.040 -0.058 0.08
H 4.467 -8.641 -6.880 -0.031 0.054 -0.124 0.08

=====

# 2
122
Properties=species:S:1:pos:R:3:forces:R:3:lowdin_charge:R:1 method="wB97M-V/def2-TZVPD" energy_ha=-4057.984152 largest_force_ev_per_a=0.9 multiplicity=1 charge=+2 e_above_lowest_kcal_mol=37.0 lumo_ev=-6.831 homo_ev=-13.0 orbital_gap_ev=6.2
Ti 0.928 -0.991 -0.298 0.209 0.093 -0.236 1.16
C 1.389 2.818 -3.997 -0.001 -0.137 0.032 -0.05
C 1.557 2.041 -2.691 -0.079 0.138 0.048 -0.38
C 2.128 2.977 -1.604 -0.012 -0.118 -0.089 -0.04
C 0.253 1.471 -2.197 -0.194 0.320 -0.213 -0.23
C -0.999 1.850 -2.640 0.242 0.000 0.045 0.07
C -1.923 1.242 -1.798 0.117 -0.082 -0.101 -0.15
C -3.413 1.292 -1.898 -0.210 -0.104 -0.033 -0.35
C -3.871 2.246 -3.000 0.091 -0.049 0.056 -0.05
C -3.964 -0.120 -2.146 0.063 0.017 0.030 -0.03
N -1.253 0.537 -0.869 -0.493 -0.114 0.084 0.05
N 0.107 0.623 -1.137 0.211 0.525 0.015 -0.02
B -1.773 0.573 0.628 0.084 0.485 0.108 -0.45
N -1.102 -0.661 1.401 -0.140 0.315 0.249 0.04
N -0.710 -1.718 0.583 -0.438 -0.238 0.202 -0.03
C -0.863 -2.871 1.286 -0.415 -0.088 0.401 -0.20
C -1.247 -2.541 2.574 0.245 0.019 -0.154 0.06
C -1.414 -1.159 2.623 0.237 -0.262 -0.004 -0.17
C -1.961 -0.506 3.860 -0.264 0.361 -0.099 -0.33
C -3.489 -0.706 3.855 0.123 -0.071 0.057 -0.02
C -1.591 0.950 4.123 0.091 -0.129 0.102 -0.03
C -0.902 -4.287 0.761 0.427 0.032 -0.250 -0.32
C -1.072 -4.392 -0.751 -0.103 -0.039 0.088 -0.03
C 0.258 -5.156 1.267 -0.122 0.058 0.069 -0.03
N -1.424 1.959 1.207 -0.131 -0.109 -0.158 0.03
N -0.114 2.283 1.428 0.540 -0.473 0.057 0.10
C -0.071 3.544 1.841 0.032 -0.268 -0.162 -0.27
C -1.361 4.071 1.857 -0.176 -0.105 0.045 0.04
C -2.201 3.052 1.454 -0.093 0.269 0.167 -0.19
C -3.692 3.300 1.353 -0.107 -0.030 -0.281 -0.33
C -3.980 4.173 0.120 -0.024 -0.016 0.080 -0.03
C -4.669 2.130 1.415 -0.015 0.112 0.072 -0.05
C 1.195 4.221 2.273 -0.033 0.074 0.133 -0.37
C 1.297 4.202 3.806 0.052 -0.050 -0.132 -0.05
C 1.253 5.661 1.759 0.057 -0.134 -0.039 -0.06
H 2.367 3.153 -4.342 -0.020 0.044 -0.011 0.10
H 0.764 3.699 -3.850 0.006 0.010 0.003 0.09
H 0.946 2.207 -4.782 -0.006 -0.029 -0.034 0.07
H 2.257 1.235 -2.906 0.015 -0.122 0.016 0.10
H 1.638 3.948 -1.670 -0.020 -0.001 0.063 0.10
H 3.198 3.134 -1.748 -0.011 0.014 0.017 0.10
H 1.929 2.595 -0.601 0.078 0.035 0.113 0.05
H -1.217 2.504 -3.463 -0.020 -0.052 -0.059 0.13
H -3.812 1.643 -0.944 0.199 -0.052 -0.268 0.08
H -3.493 1.926 -3.972 -0.024 -0.007 -0.026 0.08
H -3.544 3.269 -2.811 0.003 -0.026 -0.094 0.08
H -4.959 2.244 -3.044 -0.009 0.030 -0.015 0.10
H -3.629 -0.490 -3.117 0.007 -0.018 -0.001 0.08
H -5.053 -0.089 -2.155 -0.009 -0.016 -0.009 0.09
H -3.648 -0.817 -1.368 -0.005 -0.005 -0.008 0.07
H -2.946 0.403 0.621 0.052 -0.102 -0.025 0.11
H -1.438 -3.228 3.383 -0.092 -0.005 -0.015 0.14
H -1.561 -1.097 4.688 0.043 -0.088 -0.070 0.14
H -3.934 -0.228 2.984 -0.027 -0.005 0.018 0.06
H -3.921 -0.275 4.758 -0.011 0.037 -0.030 0.10
H -3.746 -1.765 3.828 -0.023 0.002 -0.002 0.09
H -2.100 1.621 3.443 -0.035 0.101 -0.027 0.06
H -0.516 1.127 4.046 -0.035 0.013 -0.036 0.07
H -1.900 1.206 5.136 0.017 -0.006 0.008 0.10
H -1.812 -4.687 1.215 -0.006 0.069 0.054 0.15
H -0.133 -4.230 -1.271 -0.006 -0.022 0.027 0.05
H -1.813 -3.678 -1.113 0.013 -0.019 -0.059 0.09
H -1.416 -5.394 -1.008 0.001 -0.004 0.000 0.10
H 1.174 -4.962 0.708 -0.026 -0.047 0.002 0.06
H 0.006 -6.208 1.147 0.026 -0.009 -0.032 0.10
H 0.446 -4.975 2.326 0.039 -0.061 0.003 0.09
H -1.667 5.064 2.143 0.000 -0.006 0.005 0.13
H -3.908 3.922 2.226 0.016 -0.029 0.007 0.14
H -3.758 3.636 -0.803 -0.006 0.143 0.113 0.05
H -3.388 5.087 0.135 0.020 -0.011 -0.018 0.09
H -5.034 4.452 0.107 -0.011 0.005 -0.039 0.09
H -4.596 1.463 0.557 -0.153 0.021 0.277 0.05
H -5.680 2.538 1.420 -0.026 -0.018 0.033 0.10
H -4.545 1.554 2.328 0.002 -0.063 -0.008 0.06
H 2.046 3.666 1.867 0.002 -0.113 -0.099 0.12
H 0.492 4.798 4.237 -0.003 -0.005 0.047 0.09
H 2.248 4.624 4.130 -0.023 0.015 0.030 0.09
H 1.212 3.187 4.201 0.019 0.002 0.000 0.07
H 0.508 6.274 2.269 -0.007 0.038 -0.017 0.08
H 1.056 5.711 0.688 0.027 0.017 -0.015 0.08
H 2.234 6.095 1.952 -0.021 0.035 0.024 0.09
S 4.808 -6.548 -3.350 -0.004 0.004 -0.007 1.10
N 3.508 -5.763 -3.864 -0.059 -0.066 -0.286 -0.19
C 3.169 -4.903 -2.917 0.359 -0.053 0.507 -0.29
C 2.058 -4.002 -2.955 -0.273 0.397 0.313 -0.07
C 0.990 -4.138 -3.912 -0.167 -0.049 -0.033 -0.01
C -0.032 -3.278 -3.856 0.061 -0.445 -0.010 -0.10
C 0.072 -2.064 -3.026 0.021 0.657 -0.621 -0.43
N 0.927 -2.118 -1.890 0.248 -0.347 0.097 -0.10
C 1.915 -3.095 -1.921 0.406 -0.482 -0.485 -0.20
C 2.662 -3.278 -0.706 0.185 -0.303 0.015 -0.17
N 2.193 -2.607 0.377 0.223 -0.328 -0.394 0.01
C 2.703 -2.911 1.568 -0.012 0.082 0.255 -0.13
C 3.770 -3.780 1.741 0.056 -0.079 0.006 0.00
C 4.304 -4.420 0.640 -0.149 0.075 -0.110 0.06
C 3.712 -4.213 -0.607 -0.001 0.279 0.352 -0.07
C 4.031 -4.970 -1.780 -0.374 -0.070 -0.519 -0.30
N 4.993 -5.865 -1.910 0.223 -0.089 0.171 -0.20
H 1.023 -4.975 -4.594 -0.070 0.042 -0.047 0.13
H -0.882 -3.355 -4.520 -0.050 0.009 0.050 0.13
H -0.874 -1.573 -2.808 0.020 -0.029 0.085 0.10
H 2.234 -2.462 2.434 -0.006 0.079 -0.063 0.12
H 4.159 -3.966 2.732 -0.047 0.024 0.020 0.13
H 5.132 -5.112 0.726 -0.010 -0.019 0.020 0.14
N 2.936 -0.272 -0.943 0.059 0.235 -0.071 -0.01
C 4.179 -0.233 -0.135 0.186 0.084 0.290 -0.18
C 4.016 0.725 1.032 -0.237 -0.120 -0.051 -0.15
C 3.008 0.254 2.069 0.381 0.182 -0.121 -0.20
N 1.664 -0.035 1.514 -0.455 0.713 0.013 -0.04
H 3.145 -0.716 -1.834 -0.069 0.017 -0.077 0.11
H 2.723 0.701 -1.156 0.079 0.022 -0.190 0.05
H 5.007 0.108 -0.759 -0.031 -0.058 -0.055 0.13
H 4.426 -1.234 0.221 -0.076 -0.038 -0.082 0.11
H 3.728 1.709 0.653 0.039 0.056 0.008 0.11
H 4.979 0.843 1.527 0.000 0.049 -0.003 0.13
H 2.919 1.026 2.836 -0.103 -0.052 0.044 0.13
H 3.399 -0.640 2.556 -0.090 0.000 -0.011 0.11
H 1.152 0.899 1.345 0.187 -0.458 0.453 0.08
H 1.126 -0.435 2.283 -0.160 0.055 -0.043 0.09
S 0.806 -0.844 -4.452 0.232 -0.023 0.544 0.98
C -0.694 -0.373 -5.024 -0.326 0.188 -0.056 -0.66
N -1.752 -0.056 -5.361 0.085 -0.032 0.060 0.14

=====

Question: Which of these has the highest charge?
Answer: C43H62BN13S2Ti